Computed, not measured: a molecular structure, C24H43BBrCaF2InN6O6 at a distorted geometry, with the ωB97M-V functional and the def2-TZVPD basis.

- E_tot: -5386.12489 Eh
- LUMO: -4.46 eV
- Highest occupied orbital energy: -5.493 eV

Last column: Löwdin charge in e.
Cartesian coordinates (Å):
N  0.976  1.131  -0.399  0.102
C  1.913  2.111  -0.745  -0.389
N  1.959  2.515  -2.201  0.068
N  2.792  2.630  0.371  -0.009
C  4.268  2.509  0.067  -0.391
C  5.113  3.909  0.380  -0.145
C  4.798  5.074  -0.753  -0.310
C  4.482  6.496  0.025  -0.371
In  2.255  7.037  -0.033  0.182
H  1.061  0.928  0.622  0.031
H  1.467  3.415  -2.394  0.097
H  2.922  2.488  -2.604  0.071
H  2.517  3.580  0.703  0.114
H  4.527  2.142  -1.014  0.066
H  4.731  1.700  0.813  0.009
H  6.293  3.740  0.353  0.137
H  4.797  4.256  1.475  0.143
H  3.816  4.726  -1.310  0.047
H  5.641  5.165  -1.571  0.109
H  5.129  7.333  -0.517  0.046
H  4.840  6.427  1.162  0.046
H  1.541  6.430  -1.606  -0.161
H  1.990  8.840  0.141  -0.122
H  1.468  6.118  1.324  -0.159
C  1.067  12.135  2.093  -0.294
C  1.828  10.827  2.244  -0.221
N  2.458  9.742  2.369  0.064
H  0.618  12.192  1.098  -0.002
H  0.275  12.194  2.845  0.073
H  1.749  12.980  2.226  -0.099
Ca  4.308  0.258  -0.181  1.367
B  10.380  2.006  2.853  -0.958
O  9.377  2.799  3.572  0.240
C  8.184  2.507  3.037  -0.402
O  7.129  2.997  3.408  0.124
C  8.346  1.544  1.982  -0.398
O  7.454  1.071  1.297  0.047
O  9.642  1.229  1.851  0.240
F  11.066  1.113  3.773  0.073
F  11.338  2.884  2.199  0.076
C  -4.577  -5.536  0.446  -0.104
C  -3.561  -5.120  1.506  -0.226
C  -3.637  -3.638  1.891  -0.103
N  -2.833  -2.636  0.999  -0.225
C  -2.756  -3.075  -0.468  -0.108
C  -1.842  -2.186  -1.306  -0.160
C  -0.448  -2.100  -0.705  -0.198
C  -0.518  -1.605  0.731  -0.194
C  -1.415  -2.491  1.589  -0.092
C  -3.582  -1.298  1.106  0.035
H  -4.275  -5.247  -0.562  0.059
H  -4.690  -6.626  0.440  0.086
H  -5.561  -5.100  0.644  0.083
H  -2.547  -5.426  1.224  0.113
H  -3.805  -5.696  2.409  0.125
H  -3.253  -3.508  2.909  0.132
H  -4.682  -3.311  1.897  0.127
H  -2.346  -4.087  -0.491  0.125
H  -3.779  -3.071  -0.868  0.139
H  -1.770  -2.608  -2.317  0.134
H  -2.267  -1.187  -1.421  0.121
H  0.176  -1.429  -1.304  0.102
H  0.027  -3.087  -0.729  0.122
H  -0.867  -0.568  0.748  0.099
H  0.491  -1.592  1.159  0.112
H  -1.517  -2.070  2.596  0.138
H  -0.996  -3.501  1.670  0.141
H  -3.630  -1.014  2.162  0.118
H  -4.589  -1.438  0.698  0.114
H  -3.059  -0.529  0.537  0.097
C  -7.374  -6.358  -2.396  -0.089
C  -7.476  -7.561  -1.694  -0.077
C  -7.348  -8.777  -2.367  0.002
C  -7.113  -8.778  -3.749  -0.138
C  -7.018  -7.573  -4.457  0.004
C  -7.151  -6.363  -3.774  -0.070
N  -6.952  -10.053  -4.458  -0.324
O  -7.061  -11.098  -3.799  0.068
O  -6.712  -10.012  -5.673  0.070
H  -7.469  -5.412  -1.866  0.101
H  -7.652  -7.549  -0.620  0.106
H  -7.429  -9.705  -1.806  0.121
H  -6.841  -7.559  -5.531  0.122
H  -7.076  -5.422  -4.314  0.108
Br  2.267  13.822  0.362  -0.056